(1)
{"formula": "C4H8O2", "method": "ωB97M-V/def2-TZVPD", "e_homo_ha": -0.3156, "relative_energy_ev": 3.2875, "homo_lumo_gap_ev": 9.0, "symbols": ["C", "C", "C", "C", "O", "H", "H", "H", "H", "H", "H", "O", "H", "H"], "xyz": [[-1.490, -0.718, 0.142], [-0.680, -0.504, 1.193], [-0.853, 0.601, 2.163], [0.171, 1.029, 2.903], [-1.904, 1.414, 1.820], [-2.522, -0.364, -0.039], [-1.214, -1.516, -0.533], [0.053, -1.290, 1.339], [-0.156, 1.452, 3.861], [1.204, 0.730, 2.901], [-1.631, 2.312, 1.623], [2.663, -1.091, -5.803], [3.202, -1.024, -6.592], [3.157, -1.032, -4.977]]}


(2)
{"formula": "C4H8O2", "method": "ωB97M-V/def2-TZVPD", "e_homo_ha": -0.3044, "relative_energy_ev": 5.0172, "homo_lumo_gap_ev": 9.0, "symbols": ["C", "C", "C", "O", "C", "O", "H", "H", "H", "H", "H", "H", "H", "H"], "xyz": [[0.731, 1.742, 0.352], [-1.220, -0.099, -0.864], [-1.782, -1.226, -0.079], [0.583, 0.318, 0.403], [1.694, -0.425, 0.244], [1.662, -1.621, 0.201], [-0.285, 2.128, 0.307], [1.255, 2.099, 1.244], [1.268, 2.041, -0.554], [-0.525, -0.570, -1.594], [-1.132, -2.091, 0.106], [-2.581, -1.560, -0.771], [-2.283, -0.915, 0.844], [2.615, 0.180, 0.161]]}


(3)
{"formula": "C4H8O2", "method": "ωB97M-V/def2-TZVPD", "e_homo_ha": -0.3457, "relative_energy_ev": 4.4654, "homo_lumo_gap_ev": 10.0, "symbols": ["C", "C", "C", "O", "C", "O", "H", "H", "H", "H", "H", "H", "H", "H"], "xyz": [[-2.280, -0.157, -0.298], [-1.313, 0.251, 0.585], [0.134, 0.444, -0.028], [0.701, 1.741, 0.160], [1.213, -0.822, 0.420], [2.395, -0.138, -0.145], [-3.250, -0.633, -0.138], [-2.153, -0.003, -1.407], [-1.681, 0.423, 1.547], [-0.330, 0.182, -1.024], [1.564, 1.403, -0.085], [1.432, -0.868, 1.578], [0.783, -1.647, -0.020], [2.785, -0.176, -1.146]]}


(4)
{"formula": "C4H8O2", "method": "ωB97M-V/def2-TZVPD", "e_homo_ha": -0.3331, "relative_energy_ev": 4.3740, "homo_lumo_gap_ev": 9.8, "symbols": ["C", "C", "C", "O", "C", "O", "H", "H", "H", "H", "H", "H", "H", "H"], "xyz": [[-0.152, -1.527, 1.094], [0.320, -0.423, -0.407], [0.385, 0.166, 0.900], [-0.665, -0.330, -1.135], [-0.309, 1.821, -1.494], [0.256, 1.900, -2.555], [0.565, -1.903, 1.800], [-1.160, -1.353, 1.447], [-0.267, -2.323, 0.314], [1.248, -0.954, -0.672], [-0.423, 0.840, 1.213], [0.253, 1.719, -0.539], [1.344, 0.401, 1.386], [-1.396, 1.965, -1.350]]}


(5)
{"formula": "C4H8O2", "method": "ωB97M-V/def2-TZVPD", "e_homo_ha": -0.3753, "relative_energy_ev": 0.6553, "homo_lumo_gap_ev": 11.1, "symbols": ["C", "C", "O", "C", "C", "O", "H", "H", "H", "H", "H", "H", "H", "H"], "xyz": [[0.616, 1.578, -0.632], [0.223, 0.156, -0.945], [-0.079, -0.192, -2.070], [0.199, -0.867, 0.183], [-0.774, -0.444, 1.286], [-0.152, -2.121, -0.323], [-0.264, 2.220, -0.744], [1.362, 1.913, -1.358], [1.010, 1.694, 0.381], [1.220, -0.899, 0.604], [-0.435, 0.455, 1.811], [-0.856, -1.257, 2.011], [-1.769, -0.259, 0.869], [-0.290, -1.985, -1.277]]}


(6)
{"formula": "C4H8O2", "method": "ωB97M-V/def2-TZVPD", "e_homo_ha": -0.3825, "relative_energy_ev": 2.8485, "homo_lumo_gap_ev": 11.0, "symbols": ["C", "C", "C", "O", "H", "H", "H", "H", "H", "H", "C", "O", "H", "H"], "xyz": [[1.568, 0.575, 0.171], [0.888, -0.701, 0.593], [-0.511, -0.743, 1.034], [0.554, -0.805, 1.968], [0.970, 1.450, 0.447], [1.732, 0.587, -0.913], [2.544, 0.661, 0.659], [1.309, -1.619, 0.175], [-1.092, -1.660, 0.928], [-1.094, 0.179, 1.054], [-1.713, 0.515, -1.531], [-2.504, 1.260, -1.010], [-1.949, -0.549, -1.735], [-0.702, 0.849, -1.841]]}